No. 1
Molecular formula: C20H17NO3S
Method: DFT, ωB97M-V/def2-TZVPD

Each line ends with the Mulliken charge.
Atoms and positions in Å:
O -1.743 -0.411 -1.241  -0.860
C -2.455 0.373 -0.617  1.385
C -1.892 1.677 -0.110  -1.432
C -0.390 1.806 -0.362  -0.200
O -0.012 3.096 0.064  -0.548
C 0.448 0.741 0.320  -0.005
C -0.019 -0.109 1.277  0.093
C 0.828 -1.085 1.845  -1.138
C 2.110 -1.173 1.406  0.055
N 2.590 -0.331 0.464  0.171
C 3.945 -0.488 0.051  -0.520
C 4.963 -0.315 0.977  -0.137
C 6.279 -0.482 0.583  -0.720
C 6.575 -0.821 -0.726  -0.405
C 5.553 -0.997 -1.645  -0.733
C 4.235 -0.833 -1.261  0.029
C 1.822 0.674 -0.080  0.391
S 2.520 1.775 -1.116  -0.403
C -3.863 0.080 -0.340  0.338
C -4.704 0.989 0.319  -0.456
C -6.020 0.687 0.578  -0.866
C -6.540 -0.543 0.186  -0.369
C -5.745 -1.455 -0.466  -0.656
C -4.405 -1.164 -0.745  0.302
O -3.689 -2.088 -1.386  -0.669
H -2.094 1.809 0.954  0.483
H -2.378 2.502 -0.636  0.692
H -0.207 1.701 -1.445  0.371
H 0.898 3.236 -0.246  0.427
H -1.042 -0.061 1.614  0.425
H 0.460 -1.759 2.599  0.433
H 2.805 -1.914 1.771  0.452
H 4.721 -0.036 1.992  0.449
H 7.073 -0.341 1.301  0.370
H 7.603 -0.944 -1.031  0.394
H 5.782 -1.261 -2.666  0.369
H 3.432 -0.964 -1.971  0.473
H -4.316 1.948 0.624  0.409
H -6.649 1.404 1.084  0.398
H -7.573 -0.781 0.392  0.383
H -6.127 -2.412 -0.784  0.430
H -2.779 -1.728 -1.527  0.395

Output
Structure (SMILES): O=C(C[C@@H](O)c1cccn(-c2ccccc2)c1=S)c1ccccc1O
LUMO (eV): 0.0
E_HOMO (eV): -7.9
Spin multiplicity: 1
Molecular weight (g mol⁻¹): 351.4

---

No. 2
Molecular formula: C29H57B2FN3O5Si
Method: DFT, ωB97M-V/def2-TZVPD

Each line ends with the Mulliken charge.
Atoms and positions in Å:
C -2.181 -1.216 2.108  -1.202
C -1.755 -0.619 0.754  0.836
N -0.400 -0.073 0.833  0.703
C 0.584 0.088 -0.181  -1.434
B 1.047 1.638 -0.075  0.551
O 1.622 1.970 1.143  -0.251
C 0.790 2.807 -1.069  0.630
C 2.078 3.629 -1.334  -1.515
N 1.841 -0.786 0.218  -0.363
C 1.608 -2.261 0.484  0.626
C 1.292 -2.586 1.960  -1.412
C 2.111 -1.921 3.059  -0.787
O 1.896 -0.521 3.176  -0.115
Si 1.658 0.145 4.711  0.382
C -0.153 0.145 5.133  -0.947
C 2.627 -0.786 5.999  -1.280
C 2.261 1.908 4.648  -0.915
B 2.978 -3.056 0.188  1.132
C 4.401 -2.412 0.353  -0.950
O 2.820 -4.335 -0.239  -0.712
C 0.476 -2.750 -0.436  -2.863
C 0.312 -1.979 -1.751  0.978
C -0.914 -2.519 -2.489  -1.655
C 0.276 -0.425 -1.635  0.747
N -0.958 0.057 -2.030  0.233
C -1.549 1.098 -2.441  0.356
C -2.646 1.756 -1.650  -0.986
C -1.297 1.639 -3.834  -0.617
O 1.322 0.211 -2.461  -0.005
C 2.451 -0.428 -3.023  -0.309
C 2.263 -1.130 -4.377  -0.934
O 1.265 -0.513 -5.139  -0.192
C 0.851 -1.298 -6.255  -0.288
C -0.607 -1.059 -6.568  -1.157
H -1.379 -1.154 2.843  -0.039
H -2.436 -2.273 2.001  0.314
H -3.064 -0.714 2.493  0.349
H -2.473 0.155 0.484  -0.025
H -1.832 -1.350 -0.040  -0.526
H -0.305 0.602 1.579  0.272
H 2.547 1.764 1.311  0.263
H 0.062 3.467 -0.577  0.398
H 0.357 2.519 -2.017  -0.524
H 2.419 3.462 -2.355  0.344
H 2.905 3.363 -0.674  0.204
H 1.902 4.698 -1.228  0.386
H 2.323 -0.358 1.013  0.859
H 2.464 -0.716 -0.587  0.572
H 1.484 -3.659 2.087  0.493
H 0.225 -2.449 2.135  0.478
H 1.888 -2.446 3.992  0.539
H 3.180 -2.089 2.883  0.097
H -0.327 0.771 6.010  0.487
H -0.590 -0.843 5.291  0.330
H -0.701 0.603 4.302  0.136
H 2.299 -1.821 6.112  0.366
H 3.706 -0.775 5.834  0.344
H 2.412 -0.300 6.955  0.371
H 3.261 1.959 5.088  0.369
H 1.617 2.576 5.222  0.375
H 2.343 2.285 3.634  0.081
H 4.632 -1.903 -0.595  0.277
H 5.199 -3.145 0.488  0.455
H 4.487 -1.648 1.128  0.224
H 3.616 -4.881 -0.161  0.319
H -0.474 -2.815 0.096  0.267
H 0.726 -3.774 -0.710  0.959
H 1.156 -2.285 -2.366  -0.068
H -0.786 -3.594 -2.634  0.533
H -1.832 -2.382 -1.919  0.241
H -1.012 -2.071 -3.477  0.037
H -2.817 2.774 -2.000  0.566
H -3.586 1.210 -1.780  0.323
H -2.395 1.771 -0.593  -0.264
H -0.286 2.049 -3.900  0.230
H -2.032 2.385 -4.132  0.422
H -1.323 0.811 -4.532  -0.069
H 2.912 -1.173 -2.353  -0.121
H 3.190 0.368 -3.133  0.573
H 2.044 -2.200 -4.259  0.451
H 3.238 -1.069 -4.885  0.428
H 1.029 -2.361 -6.053  0.338
H 1.464 -1.034 -7.125  0.360
H -1.234 -1.247 -5.696  0.208
H -0.778 -0.045 -6.928  0.296
H -0.920 -1.746 -7.355  0.413
F -3.996 1.312 3.282  -0.262
C -4.794 2.176 2.610  0.367
C -6.131 2.244 2.942  -0.571
C -6.934 3.132 2.240  -0.327
C -6.399 3.922 1.232  -0.596
C -5.049 3.830 0.923  -0.519
C -4.230 2.950 1.617  -0.134
H -6.524 1.615 3.729  0.441
H -7.985 3.205 2.486  0.368
H -7.032 4.612 0.691  0.393
H -4.628 4.448 0.141  0.382
H -3.172 2.866 1.407  0.461

Output
LUMO (eV): -2.2
Total charge: +1
E_HOMO (eV): -10.8
Spin multiplicity: 1
Molecular weight (g mol⁻¹): 596.5

---

No. 3
Molecular formula: C5H12OSSi
Method: DFT, ωB97M-V/def2-TZVPD

Each line ends with the Mulliken charge.
Atoms and positions in Å:
C 0.460 -0.685 1.006  -0.435
C 0.494 0.636 1.779  -0.937
C -1.694 1.276 -0.141  -0.866
C 0.128 -0.578 -0.440  -0.366
C 1.409 -1.347 -2.562  -1.014
O 2.335 0.514 -1.078  -0.611
Si -1.244 1.465 1.637  0.385
S 1.007 0.337 -1.675  0.497
H 1.566 -1.096 1.172  0.203
H -0.276 -1.293 1.686  0.302
H 0.607 0.611 2.919  0.287
H 1.281 1.148 1.334  0.534
H -1.156 1.844 -0.780  0.498
H -2.516 0.668 -0.655  0.328
H -0.755 -1.200 -0.856  0.429
H 2.005 -1.766 -1.847  0.351
H 2.076 -1.069 -3.328  0.399
H 0.431 -1.849 -2.719  0.299
H -2.090 0.905 2.873  -0.109
H -0.910 2.796 1.952  -0.172

Output
LUMO (spin up / spin down) (eV): -0.4 / -0.2
E_HOMO (spin up / spin down) (eV): -8.1 / -8.5
Spin multiplicity: 1
Molecular weight (g mol⁻¹): 148.3